<one>
This record from the Open Molecules 2025 dataset describes 2 unconnected molecules or ions with the total composition C3H6NP. The level of theory is ωB97M-V with the def2-TZVPD basis set.

Values from the calculation:
HOMO (alpha / beta) ... -7.418 / -8.288 eV

Last column: natural (NBO) charge in e.
Atoms and positions in Å:
C 0.297 1.437 -0.122  -0.549
C 0.722 0.234 -0.225  0.292
C 1.545 -0.920 0.075  -0.727
N -1.599 -1.144 -0.453  -0.905
P -2.384 0.051 -0.015  0.758
H -0.854 1.815 -0.039  0.219
H 1.040 2.205 -0.149  0.235
H 1.509 -0.974 1.113  0.249
H 1.125 -1.923 -0.102  0.268
H 2.422 -0.799 -0.417  0.237
H -3.824 0.019 0.335  -0.078


<two>
This record from the Open Molecules 2025 dataset describes a single C3H6NP molecule. The level of theory is ωB97M-V with the def2-TZVPD basis set.

Values from the calculation:
HOMO (alpha / beta) ... -9.608 / -8.248 eV

Last column: natural (NBO) charge in e.
Atoms and positions in Å:
C -0.954 -1.175 0.144  -0.047
C -0.628 0.287 -0.316  -0.432
C 0.617 0.631 0.470  -0.788
N -0.151 -2.134 -0.014  -0.207
P 2.193 0.045 -0.096  0.427
H -1.983 -1.282 0.394  0.203
H -0.748 0.353 -1.387  0.235
H -1.449 0.862 0.198  0.209
H 0.787 1.719 0.539  0.250
H 0.342 0.005 1.403  0.241
H 1.974 0.691 -1.336  -0.089


So which one wins? Going from most stable to least: <two>, <one>.


<one>
This record from the Open Molecules 2025 dataset describes a single C25H29N3O4 molecule. The level of theory is ωB97M-V with the def2-TZVPD basis set.

Values from the calculation:
HOMO ... -8.815 eV

Last column: natural (NBO) charge in e.
Atoms and positions in Å:
C -0.683 -4.214 2.257  -0.599
C 0.626 -4.109 1.484  -0.390
C 0.964 -2.657 1.159  -0.421
C 2.276 -2.532 0.380  -0.218
N 2.496 -1.166 -0.059  -0.431
C 1.932 -0.785 -1.337  -0.226
C 2.676 -1.363 -2.547  -0.404
C 4.103 -0.838 -2.719  -0.402
C 5.125 -1.558 -1.845  -0.608
C 3.093 -0.316 0.801  0.660
O 3.533 -0.675 1.883  -0.633
C 3.131 1.130 0.393  -0.164
C 4.270 1.721 -0.128  -0.180
C 4.259 3.061 -0.478  -0.220
C 3.111 3.814 -0.301  -0.198
C 1.975 3.245 0.251  -0.227
C 1.987 1.906 0.611  0.227
N 0.878 1.281 1.213  -0.630
C -0.425 1.521 0.935  0.681
O -0.830 2.340 0.144  -0.602
C -1.391 0.628 1.732  -0.319
N -2.530 0.333 0.902  -0.462
C -2.416 -0.376 -0.281  0.692
O -1.412 -0.936 -0.649  -0.579
C -3.752 -0.302 -0.916  -0.062
C -4.220 -0.839 -2.096  -0.187
C -5.544 -0.584 -2.441  -0.190
C -6.364 0.180 -1.626  -0.192
C -5.891 0.719 -0.433  -0.155
C -4.579 0.469 -0.092  -0.137
C -3.788 0.900 1.085  0.692
O -4.107 1.566 2.034  -0.539
H -0.922 -5.253 2.468  0.210
H -1.500 -3.783 1.680  0.201
H -0.612 -3.681 3.203  0.201
H 0.543 -4.676 0.554  0.194
H 1.434 -4.548 2.072  0.198
H 0.155 -2.222 0.569  0.223
H 1.060 -2.094 2.092  0.195
H 2.256 -3.184 -0.494  0.197
H 3.114 -2.820 1.020  0.232
H 1.936 0.303 -1.415  0.220
H 0.890 -1.119 -1.367  0.226
H 2.697 -2.453 -2.494  0.193
H 2.089 -1.090 -3.427  0.213
H 4.121 0.233 -2.505  0.201
H 4.395 -0.968 -3.765  0.203
H 6.124 -1.174 -2.044  0.209
H 4.912 -1.424 -0.789  0.206
H 5.123 -2.624 -2.061  0.202
H 5.161 1.127 -0.263  0.222
H 5.147 3.515 -0.891  0.216
H 3.099 4.856 -0.583  0.217
H 1.082 3.829 0.400  0.240
H 1.108 0.486 1.792  0.413
H -1.759 1.180 2.602  0.264
H -0.913 -0.302 2.050  0.221
H -3.577 -1.431 -2.728  0.233
H -5.939 -0.987 -3.362  0.221
H -7.386 0.362 -1.922  0.221
H -6.523 1.317 0.206  0.234


<two>
This record from the Open Molecules 2025 dataset describes a single C25H29N3O4 molecule. The level of theory is ωB97M-V with the def2-TZVPD basis set.

Values from the calculation:
HOMO ... -7.890 eV

Last column: natural (NBO) charge in e.
Atoms and positions in Å:
C -7.697 -0.790 1.937  -0.612
C -6.903 -1.943 1.337  -0.381
C -6.397 -1.621 -0.076  -0.418
C -5.411 -0.488 -0.064  -0.010
C -5.783 0.801 -0.410  -0.222
C -4.856 1.824 -0.369  -0.235
C -3.542 1.602 0.026  0.225
O -2.749 2.723 0.015  -0.489
C -1.347 2.612 -0.022  -0.102
C -0.857 1.685 -1.088  0.290
C -1.448 1.227 -2.231  -0.319
C -0.546 0.299 -2.793  -0.220
C 0.549 0.267 -1.967  0.137
C 1.714 -0.624 -2.102  0.629
O 1.593 -1.657 -2.746  -0.626
N 2.894 -0.285 -1.528  -0.424
C 3.212 0.905 -0.777  -0.235
C 3.558 0.510 0.669  -0.213
N 4.660 -0.423 0.673  -0.417
C 5.970 -0.027 0.763  0.391
C 6.368 1.179 1.368  -0.312
C 7.713 1.455 1.475  -0.143
C 8.645 0.545 0.990  -0.318
C 8.159 -0.616 0.419  0.071
N 6.875 -0.896 0.303  -0.500
C 4.345 -1.612 -0.094  -0.233
C 3.984 -1.241 -1.536  -0.243
O 0.351 1.117 -0.922  -0.416
C -3.162 0.304 0.407  0.314
O -1.873 0.105 0.839  -0.533
C -1.392 -1.212 0.942  -0.252
C -4.101 -0.715 0.338  -0.305
H -8.563 -0.562 1.320  0.199
H -8.046 -1.047 2.935  0.210
H -7.079 0.102 2.006  0.211
H -7.533 -2.834 1.292  0.200
H -6.050 -2.168 1.981  0.195
H -5.924 -2.514 -0.491  0.212
H -7.248 -1.361 -0.708  0.206
H -6.794 1.008 -0.724  0.212
H -5.126 2.829 -0.650  0.225
H -0.942 2.283 0.944  0.204
H -1.003 3.637 -0.213  0.205
H -2.409 1.507 -2.612  0.240
H -0.670 -0.274 -3.687  0.244
H 2.387 1.611 -0.792  0.237
H 4.093 1.376 -1.233  0.194
H 3.789 1.397 1.254  0.210
H 2.690 0.015 1.120  0.200
H 5.649 1.881 1.757  0.210
H 8.038 2.377 1.936  0.215
H 9.704 0.735 1.057  0.219
H 8.827 -1.371 0.023  0.190
H 5.215 -2.267 -0.081  0.256
H 3.495 -2.110 0.381  0.193
H 3.659 -2.116 -2.099  0.254
H 4.856 -0.794 -2.025  0.198
H -1.871 -1.756 1.761  0.176
H -1.524 -1.762 0.005  0.189
H -0.327 -1.117 1.153  0.198
H -3.818 -1.719 0.613  0.216


<three>
This record from the Open Molecules 2025 dataset describes 2 unconnected molecules or ions with the total composition C25H29N3O4. The level of theory is ωB97M-V with the def2-TZVPD basis set.

Values from the calculation:
HOMO ... -8.330 eV

Last column: natural (NBO) charge in e.
Atoms and positions in Å:
C -5.321 4.096 -0.873  -0.260
O -5.051 2.879 -0.140  -0.503
C -3.856 2.274 -0.374  0.430
C -3.533 1.153 0.432  -0.288
C -2.258 0.636 0.401  -0.135
C -1.261 1.252 -0.390  -0.160
C 0.116 0.854 -0.242  0.073
C 1.165 1.728 -0.311  -0.341
C 2.485 1.139 -0.524  0.676
O 2.665 -0.069 -0.736  -0.614
N 3.589 1.996 -0.454  -0.464
C 4.908 1.424 -0.643  -0.416
C 3.488 3.392 -0.388  0.809
O 4.467 4.132 -0.460  -0.610
N 2.192 3.908 -0.230  -0.474
C 2.121 5.330 -0.005  -0.411
C 1.078 3.130 0.120  0.678
O 0.136 3.624 0.740  -0.582
C -1.630 2.277 -1.292  -0.124
C -2.920 2.761 -1.320  -0.335
H -6.309 4.386 -0.522  0.207
H -4.570 4.868 -0.632  0.189
H -5.338 3.910 -1.959  0.181
H -4.291 0.751 1.100  0.229
H -1.965 -0.218 1.014  0.231
H 0.359 -0.161 0.037  0.224
H 5.604 2.251 -0.589  0.243
H 5.105 0.687 0.141  0.215
H 4.977 0.923 -1.612  0.213
H 1.071 5.609 0.012  0.233
H 2.600 5.571 0.952  0.208
H 2.653 5.842 -0.807  0.222
H -0.850 2.697 -1.935  0.220
H -3.166 3.561 -2.018  0.225
C 1.247 -3.314 4.349  -0.229
C 1.911 -4.163 3.454  -0.193
C 1.344 -4.462 2.210  -0.254
C 0.100 -3.923 1.847  0.080
C -0.549 -4.337 0.547  -0.430
C -0.037 -3.571 -0.673  -0.031
C -0.706 -3.965 -2.008  -0.410
C -0.766 -2.675 -2.846  -0.402
C -0.263 -1.552 -1.931  -0.229
N -0.180 -2.138 -0.600  -0.661
C -0.540 -3.040 2.724  -0.252
C 0.025 -2.734 3.968  -0.206
H 1.694 -3.071 5.311  0.215
H 2.867 -4.614 3.731  0.212
H 1.852 -5.129 1.508  0.211
H -0.346 -5.399 0.357  0.213
H -1.639 -4.205 0.609  0.208
H 1.053 -3.788 -0.743  0.157
H -0.117 -4.738 -2.504  0.213
H -1.714 -4.354 -1.828  0.203
H -0.140 -2.734 -3.738  0.210
H -1.792 -2.457 -3.144  0.208
H 0.693 -1.119 -2.281  0.189
H -0.970 -0.720 -1.900  0.193
H 0.509 -1.725 0.021  0.371
H -1.496 -2.603 2.419  0.212
H -0.499 -2.064 4.646  0.214


So which one wins? Going from most stable to least: <one>, <three>, <two>.


<one>
This record from the Open Molecules 2025 dataset describes 3 unconnected molecules or ions with the total composition C5H17N2O2. The level of theory is ωB97M-V with the def2-TZVPD basis set.

Values from the calculation:
HOMO ... -14.068 eV
Total charge ... +1

Last column: natural (NBO) charge in e.
Atoms and positions in Å:
C -0.853 -2.047 1.219  -0.612
C -0.986 -0.595 1.832  -0.414
C -1.773 0.406 1.033  -0.402
C -1.221 0.861 -0.421  -0.242
N 0.205 0.918 -0.730  -0.572
C 0.917 1.978 -0.405  0.402
N 0.707 2.676 0.680  -0.709
H -1.724 -2.755 1.560  0.227
H -0.736 -2.036 0.140  0.200
H 0.082 -2.443 1.594  0.211
H -1.447 -0.713 2.765  0.228
H 0.058 -0.351 1.992  0.191
H -1.859 1.385 1.589  0.192
H -2.726 -0.077 0.871  0.238
H -1.532 0.075 -1.069  0.228
H -1.548 1.877 -0.821  0.219
H 0.680 0.096 -1.368  0.506
H 1.571 2.470 -1.029  0.209
H -0.010 2.431 1.346  0.432
H 1.317 3.559 0.754  0.446
H 1.651 -0.415 -3.615  0.482
H 0.241 -0.816 -4.031  0.494
O 0.833 -0.679 -3.292  -0.957
H 2.594 -1.679 0.508  0.465
H 2.820 -2.526 -0.721  0.486
O 2.740 -1.600 -0.383  -0.948


<two>
This record from the Open Molecules 2025 dataset describes 2 unconnected molecules or ions with the total composition C5H17N2O2. The level of theory is ωB97M-V with the def2-TZVPD basis set.

Values from the calculation:
HOMO ... -12.341 eV
Total charge ... +1

Last column: natural (NBO) charge in e.
Atoms and positions in Å:
N -0.405 1.859 -0.530  -0.691
C 0.544 0.761 -1.049  -0.066
C 1.414 1.406 -2.113  -0.647
C 1.338 0.121 0.106  -0.253
N 1.376 -1.327 0.045  -0.604
C 0.376 -2.072 0.795  -0.251
C -1.074 -1.610 0.640  -0.086
O -1.586 -1.592 -0.684  -0.736
H -1.083 1.982 -1.282  0.437
H -0.873 1.561 0.329  0.473
H 0.067 2.756 -0.425  0.430
H -0.105 0.032 -1.487  0.249
H 1.734 2.389 -1.798  0.211
H 2.344 0.892 -2.326  0.258
H 0.930 1.580 -3.068  0.235
H 0.986 0.458 1.082  0.213
H 2.364 0.463 0.040  0.217
H 1.368 -1.624 -0.921  0.359
H 0.542 -1.993 1.878  0.203
H 0.497 -3.126 0.538  0.215
H -1.734 -2.175 1.308  0.188
H -1.113 -0.569 0.979  0.147
H -1.407 -2.448 -1.091  0.477
H -1.373 2.599 2.438  0.492
H -1.523 1.199 3.044  0.508
O -1.298 1.662 2.231  -0.978


So which one wins? Going from most stable to least: <two>, <one>.


<one>
This record from the Open Molecules 2025 dataset describes a single C7H8N2O2S molecule. The level of theory is ωB97M-V with the def2-TZVPD basis set.

Values from the calculation:
HOMO (alpha / beta) ... -8.243 / -8.244 eV

Last column: natural (NBO) charge in e.
Atoms and positions in Å:
C -1.196 0.722 0.203  0.537
C 0.812 1.537 -0.483  0.104
C 0.167 1.972 1.801  0.801
C 0.210 -2.210 -1.089  -0.415
C 0.467 -1.536 0.231  -0.438
C -0.693 -1.013 -1.551  -0.477
C -0.484 -0.424 -0.197  0.046
N -0.836 1.127 1.592  -0.679
N 1.080 2.037 0.647  -0.670
O -2.049 1.311 -0.447  -0.614
O 0.517 2.541 2.810  -0.590
S 1.191 1.562 -1.982  0.150
H 1.026 -2.548 -1.713  0.219
H -0.204 -3.250 -0.945  0.218
H 0.040 -2.192 1.116  0.218
H 1.414 -1.235 0.569  0.226
H -0.325 -0.199 -2.183  0.250
H -1.742 -1.298 -1.707  0.241
H -1.370 0.698 2.328  0.431
H 1.974 2.399 1.001  0.441


<two>
This record from the Open Molecules 2025 dataset describes a molecular structure, C7H8N2O2S. The level of theory is ωB97M-V with the def2-TZVPD basis set.

Values from the calculation:
HOMO ... -8.442 eV

Last column: natural (NBO) charge in e.
Atoms and positions in Å:
C 2.633 -1.538 0.444  -0.234
C 3.862 -1.141 -0.097  -0.369
C 1.832 -0.412 0.632  -0.097
C 2.419 0.793 0.243  -0.261
C -1.486 0.989 0.012  0.737
C 1.015 0.711 0.821  0.059
C -3.817 0.238 0.161  -0.402
N -2.536 0.255 -0.538  -0.654
N -0.249 0.847 -0.590  -0.232
O -1.511 1.600 1.070  -0.668
O 0.038 -0.038 -1.630  -0.574
S 3.982 0.573 -0.420  0.501
H 2.449 -2.576 0.632  0.237
H 4.664 -1.745 -0.105  0.217
H 0.610 1.163 1.690  0.254
H -3.772 -0.766 0.784  0.182
H -3.906 1.113 0.703  0.223
H -4.635 0.266 -0.593  0.194
H -2.361 -0.715 -0.993  0.402
H 0.769 0.383 -2.226  0.483


So which one wins? Going from most stable to least: <one>, <two>.